No. 1
{
  "formula": "C19H42N5O4PdSSi3",
  "method": "ωB97M-V/def2-TZVPD",
  "relative_energy_kcal_mol": 8.60,
  "total_charge": 1,
  "spin_multiplicity": 3,
  "orbital_gap_ev": [8.29, 7.22],
  "s_squared": 2.0053,
  "species": ["Pd", "N", "N", "C", "N", "N", "N", "O", "O", "H", "H", "H", "H", "H", "C", "O", "Si", "C", "C", "C", "Si", "C", "C", "C", "Si", "C", "C", "C", "H", "H", "H", "H", "H", "H", "H", "H", "H", "H", "H", "H", "H", "H", "H", "H", "H", "H", "H", "H", "H", "H", "H", "H", "H", "H", "H", "C", "C", "C", "C", "C", "C", "C", "S", "C", "O", "H", "H", "H", "H", "H", "H", "H", "H", "H", "H"],
  "positions_angstrom": [[-0.03405, 0.11405, 0.56316], [2.47449, 0.60397, 0.19361], [2.61775, 1.51292, -0.85658], [1.53582, 1.99473, -1.52365], [1.78378, 2.73161, -2.60046], [0.35371, 1.67852, -1.01163], [-0.81218, 2.19597, -1.55566], [-1.80891, 1.91748, -0.93325], [-0.79406, 2.87543, -2.56967], [2.91063, 0.96797, 1.03231], [2.89534, -0.28458, -0.05872], [3.52144, 1.59758, -1.29496], [2.72578, 2.99085, -2.83646], [0.99280, 3.14723, -3.07186], [-3.43316, -0.66509, -0.01934], [-2.31747, -0.85112, 0.85688], [-2.24820, -0.22182, 2.43078], [-3.17458, 1.39598, 2.39229], [-3.07204, -1.35897, 3.65250], [-0.39444, -0.10992, 2.64994], [0.47651, -1.68635, 3.16811], [0.46647, -1.83206, 5.03804], [-0.33675, -3.22605, 2.43757], [2.26491, -1.72336, 2.57778], [0.16686, 1.46551, 3.52876], [-0.18567, 3.00961, 2.50411], [-0.70786, 1.59703, 5.18540], [2.00813, 1.50566, 3.91660], [-4.23561, -1.35318, 0.25383], [-3.11003, -0.86636, -1.03994], [-3.80096, 0.35985, 0.01713], [-4.23961, 1.19939, 2.24374], [-2.83581, 2.04596, 1.58388], [-3.08682, 1.94243, 3.33202], [-4.13518, -1.47762, 3.42892], [-2.99944, -0.92933, 4.65607], [-2.61851, -2.34995, 3.67808], [-0.55334, -1.83164, 5.42875], [1.01040, -1.01792, 5.51733], [0.93660, -2.77029, 5.34482], [-1.12358, -2.98027, 1.72260], [-0.78040, -3.85128, 3.21468], [0.40942, -3.84293, 1.92751], [2.85488, -0.87126, 2.91688], [2.30707, -1.76403, 1.48723], [2.74531, -2.63179, 2.95160], [-0.14780, 2.82817, 1.42606], [0.55110, 3.78449, 2.72937], [-1.17182, 3.41727, 2.73083], [-1.79522, 1.60760, 5.09865], [-0.41050, 2.53416, 5.66458], [-0.43354, 0.78159, 5.85477], [2.62399, 1.53036, 3.01451], [2.34185, 0.66396, 4.52390], [2.22529, 2.42145, 4.47110], [5.52407, -2.27832, -3.38462], [4.12827, -2.04741, -2.87983], [3.70161, -2.62833, -1.68309], [2.40373, -2.46235, -1.22963], [1.51644, -1.69803, -1.98134], [1.91272, -1.10776, -3.16987], [3.21702, -1.28987, -3.61059], [-0.12675, -1.33879, -1.40092], [-0.77849, -2.98008, -1.17092], [-0.86753, -0.68373, -2.49019], [6.23332, -2.37164, -2.56317], [5.85257, -1.47036, -4.03660], [5.56654, -3.20417, -3.96154], [4.39269, -3.23010, -1.10502], [2.09522, -2.93106, -0.30282], [1.19617, -0.53110, -3.74205], [3.52810, -0.84479, -4.54835], [-0.78943, -3.45818, -2.14928], [-1.78348, -2.86645, -0.77016], [-0.16039, -3.52557, -0.46120]],
  "forces_ev_per_angstrom": [[0.03, 0.06, -0.04], [-0.02, 0.02, 0.04], [-0.03, 0.03, -0.03], [0.06, -0.09, 0.04], [-0.04, 0.03, 0.03], [-0.05, -0.02, -0.07], [-0.02, 0.07, -0.07], [0.01, -0.02, 0.00], [0.05, -0.03, 0.05], [0.01, 0.01, 0.01], [-0.01, -0.02, 0.01], [0.01, -0.01, -0.01], [-0.01, 0.02, -0.01], [0.00, 0.00, -0.03], [-0.02, 0.02, 0.01], [0.05, 0.01, -0.01], [0.06, -0.05, 0.09], [-0.01, 0.00, 0.02], [-0.03, 0.00, -0.01], [-0.09, -0.01, 0.02], [-0.05, 0.06, 0.16], [0.03, -0.10, -0.04], [0.00, 0.01, -0.06], [0.02, 0.00, 0.00], [0.06, 0.00, 0.00], [-0.03, -0.02, 0.01], [-0.02, 0.07, -0.05], [-0.01, -0.09, -0.10], [-0.01, 0.00, -0.01], [-0.01, -0.01, 0.00], [0.00, -0.01, 0.00], [0.00, 0.00, -0.01], [0.00, 0.00, 0.00], [0.01, 0.00, -0.01], [0.01, 0.00, -0.01], [0.00, -0.01, -0.01], [-0.01, 0.00, 0.01], [0.00, 0.01, -0.01], [0.02, 0.01, 0.03], [0.00, 0.01, 0.00], [0.00, -0.01, 0.01], [0.00, 0.02, 0.01], [0.00, 0.00, 0.01], [-0.01, -0.02, 0.00], [0.01, 0.01, 0.01], [0.01, 0.01, 0.01], [0.00, 0.00, 0.02], [-0.01, 0.00, 0.04], [0.01, 0.01, -0.04], [0.01, -0.01, 0.00], [-0.01, -0.01, 0.01], [0.01, -0.02, -0.01], [0.04, 0.02, 0.01], [0.00, 0.01, 0.02], [-0.02, 0.01, 0.01], [0.01, 0.00, 0.00], [0.00, 0.01, -0.01], [-0.01, -0.01, 0.03], [0.01, 0.01, -0.04], [0.02, -0.01, -0.02], [-0.01, -0.01, 0.00], [0.02, 0.00, -0.01], [0.01, 0.06, 0.08], [-0.02, -0.01, -0.02], [0.00, -0.03, -0.05], [0.00, 0.00, 0.00], [-0.01, 0.00, 0.00], [0.00, 0.00, 0.00], [0.00, 0.00, -0.01], [-0.02, 0.00, -0.01], [0.00, 0.00, 0.01], [-0.01, 0.00, 0.00], [-0.01, -0.01, 0.01], [0.01, 0.01, 0.00], [0.01, 0.00, -0.01]],
  "lowdin_charge": [0.79, 0.05, 0.01, -0.39, 0.22, 0.04, -0.41, 0.06, 0.07, 0.08, 0.07, 0.16, 0.13, 0.10, -0.11, -0.36, 0.32, -0.15, -0.13, -0.50, 0.39, -0.17, -0.17, -0.17, 0.40, -0.17, -0.16, -0.18, 0.10, 0.07, 0.07, 0.05, 0.03, 0.03, 0.05, 0.04, 0.02, 0.03, 0.02, 0.04, 0.01, 0.04, 0.03, 0.02, -0.02, 0.05, 0.00, 0.04, 0.03, 0.02, 0.05, 0.03, 0.01, 0.02, 0.04, -0.04, -0.26, -0.02, -0.10, -0.38, -0.06, -0.02, 0.83, -0.17, -0.44, 0.08, 0.08, 0.10, 0.13, 0.10, 0.11, 0.12, 0.08, 0.06, 0.05]
}


No. 2
{
  "formula": "C21H33O16",
  "method": "ωB97M-V/def2-TZVPD",
  "relative_energy_kcal_mol": 21.14,
  "total_charge": -1,
  "orbital_gap_ev": 5.20,
  "species": ["C", "O", "H", "H", "H", "C", "C", "C", "O", "C", "O", "O", "H", "H", "H", "H", "H", "H", "C", "C", "C", "O", "C", "O", "O", "H", "H", "H", "H", "H", "H", "C", "C", "C", "O", "C", "O", "O", "H", "H", "H", "H", "H", "H", "C", "C", "C", "O", "C", "O", "O", "H", "H", "H", "H", "H", "H", "C", "C", "C", "O", "C", "O", "O", "H", "H", "H", "H", "H", "H"],
  "positions_angstrom": [[1.14313, -1.84699, 0.02319], [2.38168, -2.36499, 0.16983], [1.05324, -0.72644, -0.07148], [0.69803, -2.15988, -0.95598], [0.42218, -2.07261, 0.84611], [0.86062, 2.00300, -1.83317], [2.10331, 1.84452, -0.97308], [3.08355, 0.70560, -1.31595], [4.34344, 1.32969, -1.30139], [4.21563, 2.67340, -1.18331], [5.08738, 3.46827, -1.19367], [2.90912, 2.99404, -1.17454], [0.15928, 1.19494, -1.60940], [1.07171, 2.06050, -2.90156], [0.30447, 2.90312, -1.56057], [1.71749, 1.71123, 0.04159], [2.79183, 0.25901, -2.27257], [3.02050, -0.08610, -0.56733], [3.05469, -2.63062, -3.71580], [4.44361, -2.40260, -4.29791], [4.66668, -0.99144, -4.86882], [5.93904, -0.61060, -4.38864], [6.31666, -1.43743, -3.39255], [7.32315, -1.34464, -2.77005], [5.39304, -2.39038, -3.22949], [2.29381, -2.77282, -4.48485], [2.74538, -1.86414, -3.00447], [3.05271, -3.54389, -3.11725], [4.66615, -3.19993, -5.00847], [3.95795, -0.24095, -4.50115], [4.59870, -0.93957, -5.95687], [-2.35912, -2.42657, 3.11046], [-3.72878, -1.86197, 3.45591], [-4.03896, -1.72961, 4.95420], [-4.29824, -0.35595, 5.15582], [-4.18989, 0.32231, 3.99160], [-4.23681, 1.49905, 3.91571], [-3.86131, -0.52163, 2.97943], [-1.54277, -1.76288, 3.37363], [-2.32120, -2.60797, 2.03350], [-2.24497, -3.43534, 3.51066], [-4.52557, -2.45531, 3.00265], [-3.22411, -2.08004, 5.58638], [-4.90598, -2.36173, 5.15281], [-2.30948, -1.14227, -0.84761], [-3.23852, -0.05130, -1.33327], [-4.42679, 0.14998, -0.39229], [-4.29235, 1.47661, 0.07871], [-3.28427, 2.08593, -0.56403], [-2.98752, 3.22725, -0.45307], [-2.58248, 1.22320, -1.32703], [-2.75052, -2.10392, -1.12821], [-2.20988, -1.09796, 0.23401], [-1.33624, -1.14200, -1.33935], [-3.55107, -0.25156, -2.35851], [-4.49378, -0.55047, 0.43739], [-5.33906, 0.04160, -0.99170], [-0.43802, 0.53311, 2.33681], [-0.54957, 1.96979, 1.87451], [-1.60797, 2.85664, 2.57960], [-0.94879, 4.09193, 2.75683], [0.37535, 3.93328, 2.50903], [1.19235, 4.77809, 2.67571], [0.65526, 2.67411, 2.18093], [-0.54165, 0.40552, 3.41779], [0.52979, 0.09715, 2.07596], [-1.15091, -0.12025, 1.83534], [-0.71507, 1.93223, 0.79292], [-1.93007, 2.27698, 3.44334], [-2.40918, 2.96271, 1.85301]],
  "forces_ev_per_angstrom": [[1.06, -0.41, -0.53], [-0.54, 0.71, 0.11], [0.14, 0.34, 0.18], [-0.62, -0.23, 0.00], [-0.30, -0.22, -0.01], [-0.29, -0.18, 0.16], [-0.78, -0.50, -0.68], [-1.72, -0.37, 0.59], [0.90, 0.29, -0.04], [-0.98, -0.79, -0.72], [0.88, 0.34, 0.16], [-0.06, 0.70, 0.82], [0.18, -0.21, -0.26], [0.10, -0.17, 0.00], [0.26, 0.15, 0.07], [0.64, 0.56, 0.28], [0.61, 0.19, -0.23], [0.35, -0.18, -0.06], [0.04, -0.49, 0.35], [-0.91, 0.99, 0.56], [-0.79, 0.21, -0.25], [0.58, 0.26, -0.49], [0.04, -0.08, -0.05], [0.04, 0.12, -0.01], [0.02, -0.95, 0.23], [0.10, 0.23, -0.16], [0.14, 0.17, -0.18], [0.13, -0.05, -0.06], [0.37, 0.05, 0.00], [-0.17, -0.35, 0.21], [0.45, -0.12, 0.01], [-0.69, -0.36, -0.79], [0.31, -0.29, 0.23], [0.03, -0.85, -0.36], [-0.34, -0.11, 0.18], [1.09, -0.52, 0.21], [-0.49, 0.47, -0.31], [-0.27, 0.39, -0.05], [0.03, -0.09, 0.28], [0.16, 0.30, -0.06], [0.10, 0.18, 0.45], [0.15, 0.01, -0.23], [0.12, 0.30, 0.04], [-0.18, 0.39, 0.42], [-0.14, -0.30, -0.50], [0.73, -0.60, 0.26], [-0.74, -0.36, -0.91], [-0.28, 0.12, 0.07], [0.70, -0.10, -0.16], [-0.13, 0.61, 0.21], [-0.46, -0.13, 0.06], [-0.09, -0.03, 0.25], [0.25, -0.01, 0.01], [0.08, 0.26, 0.19], [-0.06, 0.10, 0.01], [0.33, 0.13, 0.11], [-0.13, 0.29, 0.35], [0.34, -0.36, 0.22], [-0.24, -0.44, 0.23], [0.15, -1.73, -1.81], [-0.06, 0.00, 0.27], [0.12, 0.26, 0.96], [0.03, 0.37, -0.17], [0.25, -0.43, -0.63], [-0.13, 0.25, 0.04], [0.05, 0.25, -0.13], [-0.23, 0.25, 0.02], [0.28, 0.41, -0.06], [-0.08, 1.00, 0.61], [-0.40, 0.37, 0.52]],
  "nbo_charge": [-0.18, -0.95, 0.04, 0.07, 0.07, -0.63, 0.07, -0.11, -0.49, 0.98, -0.59, -0.50, 0.22, 0.20, 0.22, 0.19, 0.16, 0.26, -0.64, 0.07, -0.09, -0.49, 0.98, -0.58, -0.48, 0.20, 0.24, 0.25, 0.17, 0.18, 0.19, -0.64, 0.07, -0.09, -0.49, 0.98, -0.57, -0.51, 0.24, 0.23, 0.22, 0.18, 0.19, 0.18, -0.62, 0.06, -0.09, -0.48, 0.97, -0.58, -0.49, 0.21, 0.21, 0.25, 0.18, 0.20, 0.18, -0.65, 0.07, -0.11, -0.49, 0.97, -0.58, -0.49, 0.20, 0.26, 0.22, 0.18, 0.19, 0.21]
}


No. 3
{
  "formula": "ClFN3",
  "method": "ωB97M-V/def2-TZVPD",
  "relative_energy_kcal_mol": 14.25,
  "total_charge": 1,
  "orbital_gap_ev": 9.34,
  "species": ["N", "N", "N", "F", "Cl"],
  "positions_angstrom": [[1.05428, -1.75032, -0.71104], [0.57916, -0.97751, -0.14565], [-0.74374, 0.42244, 0.15932], [-0.72405, 0.75677, 1.44479], [-0.16565, 1.54862, -0.74742]],
  "forces_ev_per_angstrom": [[1.55, -2.69, -1.91], [-0.30, 1.20, 2.09], [-2.28, -0.14, 1.70], [0.49, -0.23, -1.13], [0.54, 1.86, -0.75]],
  "nbo_charge": [0.22, -0.01, 0.25, -0.06, 0.60]
}


No. 4
{
  "formula": "C19H23NO6",
  "method": "ωB97M-V/def2-TZVPD",
  "relative_energy_kcal_mol": 500.04,
  "smiles": "CCCCOC(=O)CN1C(=O)c2ccc(C(=O)OCCCC)cc2C1=O",
  "orbital_gap_ev": 6.90,
  "species": ["C", "C", "C", "C", "O", "C", "O", "C", "N", "C", "O", "C", "C", "C", "C", "C", "O", "O", "C", "C", "C", "C", "C", "C", "C", "O", "H", "H", "H", "H", "H", "H", "H", "H", "H", "H", "H", "H", "H", "H", "H", "H", "H", "H", "H", "H", "H", "H", "H"],
  "positions_angstrom": [[-1.24417, -4.95812, -2.16355], [-0.73768, -3.99016, -3.40035], [-0.66143, -2.62417, -2.96289], [-0.24288, -1.58335, -3.97161], [-0.41229, -0.21421, -3.28219], [0.28608, 0.67487, -4.24445], [0.59435, 0.48681, -5.34987], [0.13457, 2.08400, -3.59859], [-0.10256, 1.73452, -2.12023], [-1.27823, 2.02838, -1.55449], [-2.32073, 2.66560, -2.27541], [-1.30712, 1.67223, -0.21524], [-2.10595, 1.82831, 0.81495], [-1.92217, 1.39441, 2.18406], [-0.58462, 1.16523, 2.32598], [-0.15118, 0.49728, 3.72894], [-1.05543, 0.50928, 4.72484], [1.43415, 0.19809, 3.78185], [1.61912, -0.14046, 5.03345], [1.26058, -1.42183, 5.37639], [2.00388, -2.67754, 4.27395], [3.35579, -2.62256, 4.56272], [0.37377, 1.03578, 1.36076], [0.10364, 1.30351, -0.07414], [0.68592, 1.39283, -1.18821], [2.02660, 1.24633, -1.43771], [-1.24957, -5.87143, -2.53142], [-0.57000, -4.72649, -1.38831], [-2.03702, -4.73807, -1.83907], [-1.29373, -4.15679, -4.00999], [0.25168, -4.22592, -3.74152], [-0.00754, -2.41438, -1.85262], [-1.72219, -2.12707, -2.37755], [-0.84381, -1.46384, -4.79376], [0.69227, -1.80637, -4.20764], [-0.81751, 2.68516, -4.07961], [0.93446, 2.36196, -3.54988], [-3.28416, 1.92134, 0.74404], [-2.49915, 1.34386, 2.93757], [1.30084, 0.52695, 5.83537], [2.44479, -0.02977, 5.15374], [0.20660, -1.66406, 5.38877], [1.66366, -2.06083, 6.30899], [1.49827, -3.57097, 4.42876], [1.67511, -2.05844, 3.36312], [3.84448, -1.64475, 4.23730], [3.92287, -3.44452, 3.72711], [3.85514, -2.88057, 5.48207], [1.37391, 0.57479, 1.62116]],
  "forces_ev_per_angstrom": [[11.70, 2.42, -5.25], [9.83, 0.62, 14.29], [-2.29, 5.30, 6.02], [-3.48, 1.43, 4.61], [3.34, -1.68, -4.49], [-4.25, 1.35, 4.12], [1.05, -1.12, -1.48], [-16.22, -7.31, 0.54], [-4.17, 3.59, -5.30], [-9.41, 5.07, -7.47], [6.11, -3.78, 4.18], [4.98, -0.61, 0.49], [-8.17, -1.08, 4.07], [6.59, 1.93, -8.25], [1.61, -3.51, 4.04], [-3.11, 2.34, 2.93], [6.85, -0.75, -6.09], [-7.62, 2.39, -3.72], [-11.89, 0.34, 2.61], [-0.17, -10.48, 1.65], [-5.30, 6.06, 0.20], [7.28, -1.13, -3.99], [2.97, -0.58, -4.54], [-7.48, -1.06, 15.40], [16.39, -1.58, -7.35], [-6.13, 0.44, 1.25], [0.36, -4.58, -1.14], [1.20, -0.59, 1.04], [-11.74, 3.53, 3.97], [-11.68, -2.88, -13.28], [0.63, -0.87, -0.05], [-1.13, -0.98, -3.53], [2.38, -1.80, -2.14], [-1.49, -0.43, -2.09], [4.39, -0.12, -1.28], [2.80, -1.45, 1.65], [15.75, 7.12, -0.03], [2.50, 0.64, -1.06], [-4.70, -0.19, 4.88], [-1.19, 0.78, -0.33], [17.96, 1.85, 2.43], [-0.35, 0.28, -0.17], [-0.69, 2.74, -1.28], [-1.00, -1.49, 0.09], [0.88, -1.98, 0.60], [-0.68, -1.07, 0.44], [-1.18, 2.17, 2.27], [-0.72, -0.28, 0.76], [-1.32, 0.99, -0.21]],
  "nbo_charge": [-0.53, -0.37, -0.37, -0.08, -0.56, 0.81, -0.53, -0.23, -0.38, 0.66, -0.59, -0.14, -0.14, -0.08, -0.15, 0.77, -0.57, -0.48, -0.12, -0.41, -0.41, -0.62, -0.10, -0.04, 0.56, -0.60, 0.20, 0.20, 0.17, 0.16, 0.19, 0.20, 0.19, 0.19, 0.18, 0.30, 0.17, 0.24, 0.23, 0.18, 0.17, 0.21, 0.23, 0.20, 0.22, 0.21, 0.18, 0.22, 0.27]
}


No. 5
{
  "formula": "C2H3O3",
  "method": "ωB97M-V/def2-TZVPD",
  "relative_energy_kcal_mol": 222.08,
  "total_charge": 1,
  "orbital_gap_ev": [7.82, 7.79],
  "species": ["C", "C", "O", "O", "O", "H", "H", "H"],
  "positions_angstrom": [[0.91558, -0.22744, -1.29161], [0.47086, -0.46158, -0.11266], [-2.20186, 1.03284, 1.94260], [-0.51172, 0.77264, 0.65168], [-1.29236, 0.38066, 1.65880], [1.49905, -1.00609, -1.74723], [0.61802, 0.78085, -1.59074], [0.50242, -1.27188, 0.48916]],
  "forces_ev_per_angstrom": [[-1.18, 2.20, 0.77], [-0.98, 1.27, 0.31], [-1.44, 2.07, 0.08], [0.64, -0.06, -1.58], [2.31, -3.23, -0.29], [0.22, 0.08, -0.53], [0.64, -0.29, -1.18], [-0.23, -2.04, 2.43]],
  "nbo_charge": [-0.38, 0.17, 0.15, -0.13, 0.39, 0.31, 0.28, 0.22]
}